[1]
Here is 2 unconnected molecules or ions with the total composition C7H11N3O3 in a non-equilibrium geometry from the Open Molecules 2025 dataset. Energies are from wB97M-V/def2-TZVPD.

CARTESIAN COORDINATES (ANGSTROEM)
O: 3.974 2.521 0.355
O: -2.454 -0.338 -2.007
O: 1.802 -1.121 1.984
N: 2.775 0.656 0.962
N: 0.583 0.818 1.311
N: -3.436 -2.384 -1.320
C: -4.862 -1.937 -1.190
C: 0.583 2.073 0.885
C: -1.171 -2.203 -1.203
C: 1.635 2.628 0.191
C: -2.388 -1.499 -1.557
C: 1.754 0.023 1.528
C: 2.898 2.007 0.533
H: -0.513 -1.537 -0.556
H: 1.802 3.690 -0.272
H: -0.457 0.234 1.078
H: -5.135 -1.978 -0.085
H: -5.574 -2.223 -2.018
H: -0.493 -2.629 -2.095
H: -1.417 -3.263 -0.718
H: 3.771 0.316 0.986
H: -4.906 -0.705 -1.264
H: -0.449 2.650 1.032
H: -3.355 -3.235 -0.547

Properties
Structure (SMILES) = O=c1cc[nH]c(=O)[nH]1.CNC(C)=O
Total charge = 0
Energy above the lowest of the compared OMol25 structures with the same formula, charge and spin = 305.1 kJ/mol
E = -663.24284 Eh
E_HOMO = -0.3453 Ha

---

[2]
Here is C7H11NO in the gas phase in a non-equilibrium geometry from the Open Molecules 2025 dataset. Energies are from wB97M-V/def2-TZVPD.

CARTESIAN COORDINATES (ANGSTROEM)
O: 1.796 0.847 -0.034
N: -1.553 0.186 1.330
C: -0.498 -1.178 -0.859
C: -0.487 0.227 0.387
C: -0.969 0.952 -2.222
C: 0.783 0.591 0.836
C: 1.185 0.694 2.262
C: -0.900 0.508 -0.986
C: 0.622 -1.789 -1.280
H: 0.320 0.768 2.921
H: 1.788 -0.175 2.559
H: -1.434 -1.708 -1.018
H: 0.568 -2.813 -1.627
H: -1.446 -0.579 1.987
H: 1.442 0.942 -0.934
H: -1.413 1.929 -2.409
H: 1.622 -1.408 -1.123
H: -2.454 0.131 0.871
H: 1.806 1.582 2.413
H: -0.777 0.292 -3.073

Properties
Total charge = 0
Energy above the lowest of the compared OMol25 structures with the same formula, charge and spin = 575.6 kJ/mol
E = -403.11474 Eh
E_HOMO = -0.2270 Ha

---

[3]
Here is C7H11NO in the gas phase in a non-equilibrium geometry from the Open Molecules 2025 dataset. Energies are from wB97M-V/def2-TZVPD.

CARTESIAN COORDINATES (ANGSTROEM)
O: -0.401 -1.749 -0.642
N: 1.807 0.997 -0.191
C: 0.684 0.551 -0.920
C: 0.996 -0.037 0.439
C: -1.615 1.618 -1.228
C: -0.762 0.673 -0.896
C: 0.775 -1.544 0.251
C: 0.588 0.311 1.837
C: -1.386 -0.684 -0.546
H: -1.554 2.635 -1.432
H: 0.778 -0.459 2.546
H: 1.660 -2.022 -0.211
H: -0.485 0.476 1.883
H: -1.744 -0.745 0.463
H: 1.101 1.195 2.257
H: 2.770 0.700 -0.591
H: -2.135 -1.002 -1.300
H: 0.928 -0.107 -1.756
H: 0.638 -2.020 1.241
H: -2.640 1.213 -1.204

Properties
Structure (SMILES) = C=C1COC[C@@]2(C)N[C@H]12
Total charge = 0
Energy above the lowest of the compared OMol25 structures with the same formula, charge and spin = 482.3 kJ/mol
E = -403.15025 Eh
E_HOMO = -0.3221 Ha

---

[4]
Here is a molecular structure, C7H11NO in a non-equilibrium geometry from the Open Molecules 2025 dataset. Energies are from wB97M-V/def2-TZVPD.

CARTESIAN COORDINATES (ANGSTROEM)
O: 1.426 1.753 0.584
N: -0.566 -0.441 -1.526
C: 0.717 -0.897 0.575
C: 0.083 2.439 -1.281
C: -0.646 -0.609 1.383
C: 0.501 1.368 -0.334
C: -1.838 -1.189 1.213
C: 0.077 0.061 -0.368
C: 1.334 -2.051 0.724
H: 1.058 -2.726 1.526
H: -2.205 -1.481 0.236
H: 2.274 -2.233 0.220
H: 0.262 3.422 -0.831
H: -0.370 -0.271 2.371
H: -0.994 2.368 -1.516
H: -0.815 -1.420 -1.470
H: -2.577 -1.175 2.001
H: -0.064 -0.253 -2.383
H: 0.655 2.387 -2.205
H: 1.687 0.948 1.081

Properties
Total charge = 0
Energy above the lowest of the compared OMol25 structures with the same formula, charge and spin = 464.1 kJ/mol
E = -403.15720 Eh
E_HOMO = -0.2526 Ha

---

[5]
Here is C7H11NO in the gas phase in a non-equilibrium geometry from the Open Molecules 2025 dataset. Energies are from wB97M-V/def2-TZVPD.

CARTESIAN COORDINATES (ANGSTROEM)
O: -1.863 -1.011 -1.097
N: -0.659 -0.021 0.653
C: 0.470 -0.875 0.863
C: 1.138 -1.534 -0.393
C: 2.071 -0.277 -0.342
C: -1.743 -0.221 -0.211
C: 1.843 -0.136 1.134
C: -2.900 0.630 0.210
C: 1.644 0.906 -1.153
H: -0.856 0.780 1.223
H: 1.849 0.552 -2.210
H: 0.684 1.308 -0.823
H: 1.491 -2.530 -0.128
H: -3.717 0.598 -0.515
H: 2.428 1.595 -0.816
H: 2.266 -0.806 1.916
H: -2.832 1.755 0.314
H: 1.687 0.804 1.634
H: 0.436 -1.852 -1.286
H: -3.438 0.335 1.026

Properties
Total charge = 0
Energy above the lowest of the compared OMol25 structures with the same formula, charge and spin = 468.0 kJ/mol
E = -403.15570 Eh
E_HOMO (spin up / spin down) = -0.2789 / -0.2867 Ha

---

[6]
Here is 2 unconnected molecules or ions with the total composition C7H11NO2 in a non-equilibrium geometry from the Open Molecules 2025 dataset. Energies are from wB97M-V/def2-TZVPD.

CARTESIAN COORDINATES (ANGSTROEM)
O: 1.088 -1.439 -0.838
O: -1.056 -0.931 -1.269
N: 1.718 0.839 -2.464
C: -0.034 -0.104 0.799
C: -0.391 -1.250 1.705
C: 0.491 -1.943 2.403
C: 0.643 1.249 -2.043
C: -1.030 1.028 0.904
C: -0.422 2.022 -1.936
C: -0.045 -0.728 -0.632
H: -1.078 1.418 1.916
H: -0.746 1.831 0.176
H: 0.988 0.223 0.999
H: -0.333 3.092 -1.954
H: 1.544 -1.710 2.382
H: -1.396 1.585 -2.062
H: 2.354 0.365 -1.832
H: 0.970 -2.010 -1.614
H: -2.013 0.705 0.569
H: 0.189 -2.733 3.071
H: -1.443 -1.508 1.721

Properties
Structure (SMILES) = C=C[C@H](C)C(=O)O.C=C=N
Total charge = 0
Energy above the lowest of the compared OMol25 structures with the same formula, charge and spin = 298.5 kJ/mol
E = -478.48311 Eh
E_HOMO = -0.3260 Ha

---

[7]
Here is 2 unconnected molecules or ions with the total composition C7H11NO2S4 from the Open Molecules 2025 dataset. Energies are from wB97M-V/def2-TZVPD.

CARTESIAN COORDINATES (ANGSTROEM)
S: 2.558 -1.689 -0.371
S: -3.045 1.386 0.156
S: 2.485 1.664 -0.082
S: -4.760 -1.001 -0.564
O: 4.319 -0.042 0.578
O: -1.122 -0.186 -1.399
N: -2.072 0.108 0.674
C: 3.108 0.417 1.126
C: 2.186 -0.808 1.187
C: -1.253 -0.521 -0.250
C: 3.908 -0.474 -0.695
C: -2.288 -0.435 2.009
C: -4.455 0.583 -0.463
C: 3.374 0.774 -1.408
H: 3.299 0.877 2.095
H: -0.711 -1.368 0.206
H: 4.199 1.385 -1.780
H: 2.700 0.519 -2.228
H: -3.295 -0.852 2.103
H: -2.138 0.341 2.764
H: 4.745 -0.952 -1.205
H: 2.443 -1.437 2.043
H: -5.170 1.333 -0.812
H: -1.562 -1.235 2.182
H: 1.134 -0.523 1.234

Properties
Structure (SMILES) = C1S[C@H]2CS[C@@H]1O2.CN(C=O)SC=S
Total charge = 0
E = -2071.27630 Eh
E_HOMO = -0.3274 Ha

---

[8]
Here is C7H11NO3 in the gas phase in a non-equilibrium geometry from the Open Molecules 2025 dataset. Energies are from wB97M-V/def2-TZVPD.

CARTESIAN COORDINATES (ANGSTROEM)
O: -3.321 -0.523 -0.678
O: -0.550 1.266 -0.292
O: 1.042 1.222 1.369
N: -1.476 -1.338 0.698
C: 2.831 -0.093 -0.831
C: -2.336 -0.805 -0.054
C: 0.675 -1.519 -0.463
C: -0.098 -0.859 0.679
C: 0.163 0.661 0.682
C: 2.266 -1.354 -0.148
C: -0.348 2.669 -0.498
H: 2.518 0.794 -0.306
H: 0.336 -1.205 1.653
H: 3.951 -0.161 -0.880
H: 2.417 0.033 -1.854
H: 0.302 -2.565 -0.494
H: -0.782 3.003 -1.422
H: 2.217 -1.295 1.052
H: 0.435 -1.037 -1.451
H: 2.910 -2.273 -0.483
H: 0.705 2.937 -0.437
H: -0.965 3.207 0.343

Properties
Structure (SMILES) = CCC[C@H](N=C=O)C(=O)OC
Total charge = 0
Energy above the lowest of the compared OMol25 structures with the same formula, charge and spin = 161.7 kJ/mol
E = -553.77432 Eh
E_HOMO = -0.3760 Ha

---

[9]
Here is a gas-phase ion, C7H11O (charge +1) in a non-equilibrium geometry from the Open Molecules 2025 dataset. Energies are from wB97M-V/def2-TZVPD.

CARTESIAN COORDINATES (ANGSTROEM)
O: -0.966 1.087 0.630
C: -2.034 0.756 -0.304
C: -0.852 -1.095 0.433
C: 0.270 1.322 0.225
C: -2.036 -0.778 -0.514
C: 0.611 -1.123 0.222
C: 2.632 0.391 -0.022
C: 1.180 0.354 0.063
H: -1.135 -1.362 1.431
H: 2.967 1.283 0.537
H: 2.890 0.614 -1.054
H: 0.761 -1.650 -0.767
H: -2.832 1.176 0.304
H: 0.773 2.289 0.387
H: -1.907 1.335 -1.269
H: 1.172 -1.623 0.985
H: -2.960 -1.344 -0.216
H: -1.740 -1.240 -1.476
H: 3.207 -0.395 0.405

Properties
Total charge = +1
Energy above the lowest of the compared OMol25 structures with the same formula, charge and spin = 242.1 kJ/mol
E = -348.16867 Eh
E_HOMO = -0.5027 Ha

---

[10]
Here is 2 unconnected molecules or ions with the total composition C7H11O4S in a non-equilibrium geometry from the Open Molecules 2025 dataset. Energies are from wB97M-V/def2-TZVPD.

CARTESIAN COORDINATES (ANGSTROEM)
S: 3.034 0.011 -0.057
O: 0.399 1.456 1.263
O: 2.791 0.624 1.269
O: 4.139 -0.887 -0.171
O: 3.114 1.081 -1.067
C: 0.136 1.372 -0.074
C: -0.366 -2.233 0.260
C: -2.325 0.992 0.122
C: -3.522 1.240 -0.425
C: -1.088 1.309 -0.651
C: 1.652 -0.996 -0.539
C: 0.985 -1.519 0.439
H: -2.352 0.602 1.166
H: -1.286 1.404 -1.762
H: -3.760 1.720 -1.289
H: -4.515 0.920 0.141
H: -0.574 -2.776 1.224
H: -0.377 -3.104 -0.482
H: -1.077 -1.499 0.133
H: 1.370 -1.076 -1.520
H: 0.877 1.520 -0.838
H: 1.243 1.079 1.435
H: 1.503 -1.239 1.422

Properties
Total charge = -1
Energy above the lowest of the compared OMol25 structures with the same formula, charge and spin = 67.3 kJ/mol
E = -972.44509 Eh
E_HOMO = -0.1843 Ha